Entry from OMol25: a cluster of 2 separate species, C3H8O2 in total in a non-equilibrium geometry (ωB97M-V with the def2-TZVPD basis set).

- HOMO level (eV) = -9.61
- frontier orbital gap (Eh) = 0.3753
- electronic energy (eV) = -7334.499
- LUMO level (eV) = 0.599
- energy above the lowest of the compared OMol25 structures with the same formula, charge and spin (kcal per mole) = 35.8

```
13
Properties=species:S:1:pos:R:3:forces:R:3
C -0.042677 0.524676 -0.711131 -1.56 -0.07 -1.85
C -0.931906 -0.152773 0.307980 -0.43 2.49 1.32
C -1.696842 -1.363575 -0.130115 1.16 0.44 2.05
O -2.262335 -1.432292 -1.165860 -0.87 -0.62 -1.30
H 0.637257 1.159642 -0.234554 0.51 1.08 0.56
H -0.692219 1.091705 -1.407091 0.46 -0.10 0.31
H 0.536866 -0.105451 -1.347887 0.44 -0.86 -0.21
H -0.331329 -0.356188 1.242733 -0.92 0.17 -0.83
H -1.687423 0.769897 0.470794 1.14 -2.47 0.48
H -1.651335 -2.167360 0.670887 -0.45 0.03 -0.85
O 2.401376 0.475713 0.669858 0.54 -3.33 0.53
H 3.256897 0.172053 1.008726 -0.32 0.12 -0.10
H 2.463676 1.383957 0.625663 0.30 3.12 -0.13
```
Forces are in eV/Å.